No. 1
Density functional theory data (wB97M-V/def2-TZVPD) for a cluster of 14 separate species, C4H34NO15 in total.

Geometry as ORCA input:
```
! RIJCOSX wB97M-V def2-TZVPD def2/J DEFGRID3
* xyz -1 1
O -1.37 4.35 -0.96
O -1.31 1.32 0.78
O 3.11 -0.60 -3.75
O -3.89 0.70 1.19
O 0.69 2.95 -1.47
O -3.97 1.17 -1.35
O 2.92 -2.28 -1.37
O 1.27 2.32 1.99
O 0.56 0.73 -0.22
O 2.96 0.65 -1.20
O -3.31 -1.66 2.30
O 1.10 -2.49 -3.19
O -1.63 0.20 -3.09
O 3.28 0.13 2.06
O -0.77 1.83 3.66
N -1.03 -0.88 0.11
C 0.70 -2.14 1.54
C 0.03 -2.94 2.61
C 0.00 -1.94 0.19
C -0.62 0.44 0.23
H 3.16 1.50 -1.63
H -1.97 -0.03 -3.98
H 1.30 2.77 1.14
H 0.76 -1.67 -0.56
H 0.84 -1.12 1.83
H -1.25 1.69 2.83
H 1.29 1.44 1.60
H 3.70 -0.58 -3.00
H -1.00 -2.49 2.95
H 3.42 -1.62 -1.85
H -1.88 -1.15 0.59
H 1.07 3.16 -0.55
H 3.57 1.03 2.25
H -3.02 1.15 -1.15
H 2.00 0.64 -0.94
H -3.75 -1.86 1.48
H -4.21 0.29 -1.08
H 2.60 -1.68 -0.69
H 1.20 -2.66 -2.25
H 1.76 -2.40 1.37
H -1.20 1.01 -3.44
H -0.06 2.44 3.57
H -3.15 -0.74 2.47
H -0.46 4.55 -1.13
H 0.00 -4.02 2.39
H 2.36 0.21 2.39
H 2.45 -1.25 -3.50
H -1.55 3.63 -1.59
H -3.04 0.50 0.75
H -0.54 -2.88 -0.07
H -4.18 1.51 0.76
H 0.46 -2.92 3.63
H 0.43 1.94 -1.27
H 0.19 -2.23 -3.35
*
```

Calculated values
Energy above the lowest of the compared OMol25 structures with the same formula, charge and spin = 4.343 eV
Frontier orbital gap = 9.2 eV
HOMO = -0.2489 Eh

Just the natural (NBO) charges please, in e? Sure, here they are:
1. O -0.947
2. O -0.760
3. O -0.953
4. O -1.000
5. O -1.010
6. O -0.944
7. O -0.943
8. O -0.949
9. O -0.899
10. O -1.024
11. O -0.969
12. O -0.965
13. O -0.923
14. O -0.929
15. O -0.993
16. N -0.684
17. C -0.424
18. C -0.644
19. C -0.201
20. C 0.898
21. H 0.476
22. H 0.458
23. H 0.456
24. H 0.203
25. H 0.193
26. H 0.501
27. H 0.483
28. H 0.445
29. H 0.240
30. H 0.467
31. H 0.384
32. H 0.442
33. H 0.472
34. H 0.479
35. H 0.514
36. H 0.473
37. H 0.467
38. H 0.480
39. H 0.500
40. H 0.212
41. H 0.468
42. H 0.486
43. H 0.507
44. H 0.476
45. H 0.198
46. H 0.460
47. H 0.494
48. H 0.468
49. H 0.479
50. H 0.186
51. H 0.493
52. H 0.217
53. H 0.513
54. H 0.475



No. 2
Density functional theory data (wB97M-V/def2-TZVPD) for a cluster of 14 separate species, C4H34NO16 in total.

Geometry as ORCA input:
```
! RIJCOSX wB97M-V def2-TZVPD def2/J DEFGRID3
* xyz -1 1
O -0.81 -4.08 0.53
O 2.61 -3.03 2.76
O 3.66 0.16 -2.71
O -1.31 1.87 2.31
O 0.24 -0.01 2.87
O -1.96 2.98 -1.75
O -2.00 0.84 -0.15
O -4.47 0.01 -0.64
O -0.52 0.47 -4.20
O -1.22 -2.33 2.94
O 3.35 -1.43 -0.55
O -2.98 -0.96 1.51
O 1.38 0.57 -0.96
O 0.58 2.26 -2.69
O -0.31 3.86 0.80
O 1.48 -1.46 -2.77
N -0.10 -0.47 0.27
C 1.12 0.09 0.14
C 1.64 0.23 2.69
C -1.15 -0.16 -0.71
C 2.11 -0.09 1.27
H -2.13 2.04 -1.34
H -0.52 -1.68 3.13
H -1.39 0.87 -4.06
H -0.24 2.58 -2.27
H -0.46 0.81 2.92
H 1.68 1.34 2.76
H 2.93 0.76 -2.54
H 3.22 -0.69 -2.82
H -0.94 3.77 0.07
H -0.47 -0.75 1.16
H 0.00 1.22 -3.68
H 3.10 0.50 1.24
H -3.65 0.55 -0.35
H 2.75 -2.30 2.16
H -1.01 -4.08 1.47
H 3.99 -2.03 -0.92
H -0.49 -3.24 0.21
H -0.90 2.65 1.86
H -3.86 -1.36 1.47
H 2.53 -1.09 1.11
H 0.45 3.32 0.57
H -2.84 3.37 -1.73
H 1.71 -3.32 2.58
H -3.13 -0.17 0.99
H -1.49 1.38 1.44
H 1.17 -1.25 -1.88
H 1.29 2.30 -2.04
H -1.80 -1.03 -0.88
H 3.35 -0.53 -0.90
H -1.82 -1.76 2.42
H 2.03 -0.41 3.47
H -4.32 -0.37 -1.51
H 0.87 -0.97 -3.35
H -0.97 0.25 -1.70
*
```

Calculated values
Energy above the lowest of the compared OMol25 structures with the same formula, charge and spin = 5.365 eV
Frontier orbital gap = 9.0 eV
HOMO = -0.2410 Eh

Just the natural (NBO) charges please, in e? Sure, here they are:
1. O -0.978
2. O -0.945
3. O -0.982
4. O -0.999
5. O -0.860
6. O -1.049
7. O -1.000
8. O -1.017
9. O -1.007
10. O -1.024
11. O -1.003
12. O -0.979
13. O -0.746
14. O -0.969
15. O -0.951
16. O -0.976
17. N -0.658
18. C 0.703
19. C -0.072
20. C 0.067
21. C -0.549
22. H 0.525
23. H 0.491
24. H 0.457
25. H 0.510
26. H 0.529
27. H 0.163
28. H 0.479
29. H 0.503
30. H 0.508
31. H 0.444
32. H 0.501
33. H 0.228
34. H 0.498
35. H 0.464
36. H 0.497
37. H 0.486
38. H 0.480
39. H 0.496
40. H 0.484
41. H 0.259
42. H 0.478
43. H 0.482
44. H 0.480
45. H 0.504
46. H 0.519
47. H 0.487
48. H 0.502
49. H 0.161
50. H 0.514
51. H 0.492
52. H 0.211
53. H 0.466
54. H 0.499
55. H 0.199



No. 3
Density functional theory data (wB97M-V/def2-TZVPD) for a cluster of 13 separate species, C4H34O12 in total.

Geometry as ORCA input:
```
! RIJCOSX wB97M-V def2-TZVPD def2/J DEFGRID3
* xyz 0 1
O -0.88 -3.91 0.08
O -2.65 1.52 2.41
O 4.79 0.45 -1.60
O -2.73 -1.95 -0.01
O 3.20 -0.56 3.20
O 4.72 -2.02 0.72
O -2.94 -1.21 2.57
O 1.49 -4.04 -1.47
O -0.66 3.23 1.58
O -4.83 1.67 0.69
O 0.97 3.97 -0.46
O 3.16 -1.90 -2.00
C -1.27 0.96 -1.70
C -0.01 -0.27 0.07
C -0.11 1.06 -0.69
C -1.09 1.95 -2.87
H -3.00 -0.23 2.43
H 1.12 3.46 -1.28
H 0.76 -3.99 -0.76
H -0.23 1.91 -0.04
H -0.62 2.89 -2.57
H -2.20 1.29 -1.24
H -0.54 1.54 -3.70
H -0.13 -1.09 -0.64
H 2.52 0.06 3.45
H 0.79 1.25 -1.24
H 2.32 -2.22 -1.70
H 4.46 -1.74 1.62
H 5.42 0.26 -0.91
H -4.51 1.98 -0.14
H -0.88 -0.38 0.71
H 4.31 -1.47 0.05
H -0.93 -4.41 0.88
H 3.97 -0.19 3.59
H 0.93 -0.53 0.54
H -2.89 -1.70 0.91
H -0.26 3.66 0.79
H 3.67 -2.74 -2.00
H -3.58 -2.11 -0.45
H -1.84 2.03 2.13
H -2.07 2.28 -3.21
H 4.35 -0.39 -1.73
H -2.53 -1.22 3.45
H 1.73 3.76 0.10
H -1.46 -0.05 -2.07
H 1.14 -4.33 -2.34
H -1.59 -3.25 0.30
H -3.41 1.95 1.96
H -5.04 0.78 0.43
H -0.91 3.97 2.18
*
```

Calculated values
Energy above the lowest of the compared OMol25 structures with the same formula, charge and spin = 1.938 eV
Frontier orbital gap = 10.8 eV
HOMO = -0.3923 Eh

Just the natural (NBO) charges please, in e? Sure, here they are:
1. O -0.984
2. O -1.020
3. O -0.962
4. O -0.981
5. O -0.940
6. O -0.971
7. O -1.002
8. O -1.015
9. O -0.995
10. O -0.933
11. O -0.957
12. O -0.985
13. C -0.386
14. C -0.615
15. C -0.406
16. C -0.604
17. H 0.514
18. H 0.498
19. H 0.525
20. H 0.210
21. H 0.185
22. H 0.176
23. H 0.209
24. H 0.206
25. H 0.476
26. H 0.179
27. H 0.506
28. H 0.486
29. H 0.461
30. H 0.473
31. H 0.212
32. H 0.478
33. H 0.465
34. H 0.466
35. H 0.212
36. H 0.510
37. H 0.515
38. H 0.484
39. H 0.478
40. H 0.512
41. H 0.201
42. H 0.489
43. H 0.487
44. H 0.487
45. H 0.210
46. H 0.479
47. H 0.509
48. H 0.501
49. H 0.475
50. H 0.480



No. 4
Density functional theory data (wB97M-V/def2-TZVPD) for a cluster of 13 separate species, C4H35N2O13 in total.

Geometry as ORCA input:
```
! RIJCOSX wB97M-V def2-TZVPD def2/J DEFGRID3
* xyz 1 1
O -0.01 -1.40 4.09
O 0.88 -0.02 -3.37
O 0.03 -2.77 -1.64
O -3.73 0.49 -1.95
O -1.17 1.57 3.36
O -2.20 3.41 -1.30
O 0.50 -1.50 1.39
O 0.50 3.12 1.17
O -1.45 1.83 -3.59
O -2.40 -2.06 -1.21
O -0.89 -4.00 1.96
O -2.58 -1.04 2.14
O 1.80 3.09 -1.54
N 2.48 0.84 1.45
N 0.48 -0.14 -0.85
C 3.09 -0.15 -0.72
C 1.77 -0.78 -1.30
C 3.33 -0.16 0.77
C 1.83 -0.49 -2.81
H 0.15 2.28 1.51
H -3.11 -2.64 -0.87
H -0.28 -0.82 -0.92
H 4.40 0.08 0.93
H 2.26 3.62 -2.20
H 3.23 -1.08 1.35
H 1.86 -1.79 -0.92
H 0.34 0.78 -1.26
H 0.30 -2.43 1.59
H -2.83 -0.74 1.27
H -1.76 0.91 3.74
H -1.75 -4.39 1.75
H -2.12 3.50 -2.26
H 0.62 -0.75 4.46
H -2.02 1.61 -4.33
H 2.80 -0.72 -3.28
H -1.25 2.43 3.80
H 0.40 -3.45 -2.20
H 2.23 1.60 0.82
H -1.51 2.78 -1.10
H -0.98 -4.23 2.89
H -0.08 3.78 1.60
H 1.24 3.49 -0.89
H -1.10 0.98 -3.29
H 3.23 0.86 -1.14
H -1.69 -1.41 2.07
H -0.93 -2.82 -1.43
H 0.67 -0.08 0.16
H -2.82 -1.34 -1.70
H -3.39 1.28 -2.40
H 3.85 -0.76 -1.27
H 2.93 1.46 2.13
H 0.10 -0.98 2.12
H -0.71 -1.56 4.71
H -4.55 0.72 -1.51
*
```

Calculated values
Energy above the lowest of the compared OMol25 structures with the same formula, charge and spin = 2.813 eV
Frontier orbital gap = 9.8 eV
HOMO = -0.4486 Eh

Just the natural (NBO) charges please, in e? Sure, here they are:
1. O -0.973
2. O -0.533
3. O -1.027
4. O -0.993
5. O -0.981
6. O -0.940
7. O -1.012
8. O -0.979
9. O -0.963
10. O -0.992
11. O -0.946
12. O -0.956
13. O -1.009
14. N -0.878
15. N -0.727
16. C -0.425
17. C -0.161
18. C -0.242
19. C 0.458
20. H 0.494
21. H 0.498
22. H 0.472
23. H 0.198
24. H 0.501
25. H 0.216
26. H 0.288
27. H 0.441
28. H 0.518
29. H 0.476
30. H 0.499
31. H 0.478
32. H 0.485
33. H 0.497
34. H 0.484
35. H 0.144
36. H 0.483
37. H 0.493
38. H 0.363
39. H 0.456
40. H 0.478
41. H 0.489
42. H 0.510
43. H 0.484
44. H 0.234
45. H 0.476
46. H 0.516
47. H 0.483
48. H 0.524
49. H 0.503
50. H 0.234
51. H 0.384
52. H 0.500
53. H 0.487
54. H 0.493



No. 5
Density functional theory data (wB97M-V/def2-TZVPD) for a cluster of 13 separate species, C4H35N3O13 in total.

Geometry as ORCA input:
```
! RIJCOSX wB97M-V def2-TZVPD def2/J DEFGRID3
* xyz 0 1
O -2.30 -0.46 -0.15
O -5.13 -0.72 -0.62
O 1.38 -1.20 2.55
O -2.35 0.16 3.87
O 3.45 -0.20 1.03
O 2.65 2.22 3.39
O 0.41 3.47 -0.42
O 0.24 0.98 3.57
O -1.25 -4.13 -1.62
O -1.09 -2.79 0.67
O 2.31 3.98 1.55
O -2.83 -2.02 -2.59
O 0.91 -3.19 -2.77
N 2.51 -0.92 -1.76
N -2.68 1.77 -0.63
N -0.58 0.87 -0.73
C 0.43 -0.19 -0.76
C 1.65 0.27 -1.56
C 1.34 1.00 -2.89
C -1.88 0.66 -0.47
H -0.69 1.16 3.78
H -4.54 -1.06 -1.30
H 3.30 -0.69 -2.35
H -0.02 -3.31 -2.43
H 0.26 1.06 -3.10
H -2.54 -1.89 -3.50
H 0.77 -0.47 2.40
H -2.23 2.58 -1.01
H 1.32 -4.03 -2.49
H 1.79 1.79 3.57
H 2.22 -0.97 2.11
H -0.19 1.80 -0.91
H 1.66 4.43 2.11
H -1.88 -3.39 -1.81
H -4.66 -0.34 0.10
H -3.30 0.14 3.99
H -0.03 -1.10 -1.15
H 2.47 3.21 2.21
H -0.98 -3.91 -0.70
H 0.71 -0.34 0.27
H 3.13 -0.41 0.12
H -2.40 -1.26 -2.18
H -2.39 -0.09 2.94
H 4.26 -0.74 1.14
H -3.66 1.77 -0.82
H 1.14 3.47 0.26
H 2.18 0.95 -0.90
H 1.59 0.28 -3.66
H 0.47 0.24 4.15
H 2.02 -1.75 -2.08
H -0.10 4.21 -0.10
H -1.52 -1.95 0.37
H 3.28 1.56 3.08
H 1.75 1.99 -3.02
H -0.41 -2.48 1.28
*
```

Calculated values
Energy above the lowest of the compared OMol25 structures with the same formula, charge and spin = 0.000 eV
Frontier orbital gap = 9.7 eV
HOMO = -0.3545 Eh

Just the natural (NBO) charges please, in e? Sure, here they are:
1. O -0.769
2. O -0.962
3. O -1.006
4. O -0.952
5. O -0.995
6. O -0.963
7. O -0.993
8. O -0.988
9. O -0.988
10. O -0.995
11. O -0.992
12. O -0.945
13. O -1.004
14. N -0.894
15. N -0.842
16. N -0.640
17. C -0.219
18. C -0.070
19. C -0.654
20. C 0.790
21. H 0.516
22. H 0.489
23. H 0.366
24. H 0.498
25. H 0.209
26. H 0.480
27. H 0.476
28. H 0.389
29. H 0.474
30. H 0.513
31. H 0.499
32. H 0.442
33. H 0.457
34. H 0.491
35. H 0.473
36. H 0.481
37. H 0.212
38. H 0.499
39. H 0.506
40. H 0.200
41. H 0.513
42. H 0.484
43. H 0.480
44. H 0.482
45. H 0.415
46. H 0.516
47. H 0.184
48. H 0.225
49. H 0.500
50. H 0.421
51. H 0.470
52. H 0.503
53. H 0.495
54. H 0.230
55. H 0.489